[1]
52
Properties=species:S:1:pos:R:3 method="wB97M-V/def2-TZVPD" gap_ha=0.3209
C -0.62129 -0.01583 -1.41577
S -1.43829 1.48917 -1.16177
O -2.93529 1.08717 -0.83677
C -0.77929 1.92817 0.38823
H 0.47971 0.13117 -1.44977
H -0.77829 -0.54683 -2.49477
H -0.70429 -0.61783 -0.48577
H 0.07871 2.50317 0.21623
H -0.67829 0.87817 0.84823
H -1.38529 2.55417 0.78923
C 3.71671 5.25117 -2.22377
S 2.89471 3.76017 -2.65477
O 2.58471 3.09817 -1.29277
C 4.30571 2.79917 -3.22177
H 4.18671 5.58617 -3.10377
H 4.46571 4.92017 -1.47777
H 2.95971 6.06917 -2.11777
H 3.88871 2.11317 -3.63877
H 4.87571 2.26217 -2.44277
H 4.82571 3.50517 -3.93977
C -2.06729 0.27517 3.23423
S -1.72829 -1.40083 2.70823
O -0.38929 -1.30483 1.99523
C -1.26929 -2.14583 4.19423
H -1.21829 0.43017 3.68223
H -2.94129 0.28217 3.95423
H -2.40329 0.91217 2.37723
H -0.58929 -1.67483 4.66323
H -1.07629 -3.22183 4.00823
H -2.49229 -2.09983 4.63323
C 5.14471 0.87017 0.08123
S 3.55571 -0.05383 -0.00377
O 3.99771 -1.52183 0.19923
C 2.94471 0.42517 1.58723
H 4.69571 1.79317 -0.04577
H 5.79171 0.89517 -0.88777
H 5.75771 0.40617 0.90223
H 2.51771 1.38217 1.65623
H 3.78271 0.39917 2.45123
H 1.99271 -0.03883 1.75823
C -4.65829 -5.05383 -0.93177
C -3.39629 -4.35883 -1.65277
C -3.39629 -2.90083 -1.61577
C -4.41629 -2.16883 -0.93077
C -5.61729 -2.75883 -0.38777
C -5.70029 -4.27583 -0.37377
H -4.70329 -6.18283 -0.72577
H -2.63929 -4.84283 -2.15777
H -2.46129 -2.59083 -2.21377
H -4.27629 -1.20683 -0.85977
H -6.24129 -2.17283 0.13823
H -6.44229 -4.85083 0.27923

[2]
61
Properties=species:S:1:pos:R:3 method="wB97M-V/def2-TZVPD" gap_ha="0.2895 / 0.1427" multiplicity=5 charge=+3
Co -0.61686 -0.62762 0.07109
P -2.41074 -0.17192 1.14950
P -0.69026 -2.73668 0.05934
P -0.80919 -0.02094 -2.08683
H 4.92577 3.98334 0.44190
C 4.35674 4.64516 -0.22273
C 3.31842 5.38269 0.22552
H 2.85079 5.28117 1.19057
C -2.12445 -0.35263 2.96708
C -3.83696 -1.30752 0.86137
C -3.30728 1.42710 1.04950
C 0.86165 -3.58475 -0.37951
C -1.08076 -3.52931 1.66259
C -1.85925 -3.55789 -1.02672
C -0.35588 1.56371 -2.79777
C -2.55391 -0.16563 -2.51326
C 0.14286 -1.22266 -3.12037
H 4.77242 4.71679 -1.25105
H 3.00355 6.28956 -0.39168
H -1.30317 0.32954 3.23902
H -1.84489 -1.38521 3.24032
H -3.03842 -0.04446 3.49999
H -3.69908 -2.30405 1.30932
H -3.99099 -1.39555 -0.22410
H -4.70872 -0.81039 1.31047
H -2.78778 2.18313 1.66045
H -4.32624 1.24381 1.43165
H -3.35004 1.73651 -0.00407
H 0.64532 -4.65755 -0.31317
H 1.67307 -3.32626 0.30719
H 1.15810 -3.32946 -1.40305
H -1.00469 -4.61208 1.49482
H -2.10045 -3.30971 2.01887
H -0.37994 -3.23807 2.45069
H -1.63365 -4.63047 -0.93443
H -1.72200 -3.25122 -2.06541
H -2.89135 -3.36636 -0.72769
H -0.44596 1.47684 -3.88007
H 0.66769 1.85243 -2.55999
H -1.01497 2.36275 -2.45836
H -2.65625 0.18327 -3.54632
H -3.14493 0.49104 -1.85999
H -2.91439 -1.19295 -2.42850
H 0.01098 -0.88222 -4.15655
H -0.22534 -2.26010 -2.99653
H 1.20018 -1.15936 -2.82762
C 1.77452 1.65828 0.79181
C 2.51203 0.67441 0.10522
C 3.90834 0.70586 0.17899
C 4.54942 1.57849 1.07799
C 3.77145 2.40007 1.91783
C 2.38249 2.43734 1.78060
S 0.03448 1.77217 0.56026
H 0.11455 0.72521 -0.54830
H 2.00073 -0.16271 -0.41894
H 4.44771 0.05804 -0.51104
H 5.65804 1.66217 1.05075
H 4.26937 3.10772 2.61632
H 1.77476 3.09882 2.40792
O 1.48131 -1.41895 2.05387
C 0.56207 -1.01276 1.47127

[3]
104
Properties=species:S:1:pos:R:3 method="wB97M-V/def2-TZVPD" gap_ha=0.2418 charge=-1
Mg -0.25423 -0.14884 -1.57378
O 3.78464 -2.74037 1.20131
C 3.56678 -3.45153 0.05150
C 4.33899 -4.58658 -0.16303
C 4.17127 -5.33681 -1.31221
C 3.24214 -4.95470 -2.26507
C 2.46247 -3.83525 -2.04546
C 2.60198 -3.08555 -0.88832
C 1.71756 -1.85443 -0.70140
O 0.99257 -1.55281 -1.73750
N 0.81975 -2.11740 0.47114
N -0.43374 -1.86799 0.31252
C -1.30294 -2.13790 1.21592
C -2.67610 -1.82251 1.04085
Br -3.18547 -1.43502 -0.76853
C -3.63348 -1.80945 1.99095
C -3.41899 -1.93952 3.42094
C -4.40759 -2.54064 4.20639
C -4.24992 -2.67381 5.57182
C -3.10297 -2.20625 6.19300
C -2.13527 -1.56685 5.43399
C -2.28888 -1.42916 4.06730
H 3.32793 -1.88903 1.14122
H 5.06562 -4.86588 0.58481
H 4.77620 -6.21887 -1.46489
H 3.11606 -5.53044 -3.16997
H 1.72944 -3.49632 -2.76349
H 2.38612 -1.00882 -0.35816
H 1.14647 -2.61994 1.30184
H -1.01062 -2.60472 2.16555
H -4.65991 -1.67148 1.68606
H -5.30550 -2.91189 3.72995
H -5.02978 -3.13366 6.16315
H -2.97650 -2.32066 7.26132
H -1.25733 -1.16253 5.91642
H -1.55670 -0.87844 3.49579
N -0.59944 -0.56541 -5.57616
C -0.53843 -1.93724 -5.52714
C -0.36670 -2.90448 -6.50429
C -0.40687 -4.22301 -6.09280
C -0.58275 -4.56044 -4.74865
C -0.76213 -3.60148 -3.77251
C -0.76160 -2.26879 -4.16779
N -0.97327 -1.12775 -3.45861
C -0.85804 -0.13885 -4.29774
C -1.11624 1.20833 -3.87756
C -1.04585 2.38365 -4.57816
S -1.61151 3.69042 -3.60700
C -1.93909 2.54223 -2.34288
N -1.61955 1.34114 -2.62306
H -0.45836 0.01423 -6.38662
H -0.21486 -2.63984 -7.54087
H -0.30382 -5.00851 -6.82938
H -0.57613 -5.60607 -4.47642
H -0.89517 -3.85049 -2.73426
H -0.66783 2.57351 -5.56266
H -2.35494 2.85515 -1.40794
N 6.87087 1.21123 -2.21550
C 5.72057 1.14767 -2.20606
C 4.31950 1.08337 -2.20431
C 3.58338 1.57327 -1.12402
C 2.20601 1.48181 -1.14903
C 1.47548 0.94041 -2.21049
C 2.25302 0.48748 -3.28289
C 3.62989 0.53599 -3.29162
H 4.09787 1.98885 -0.26350
H 1.66086 1.83810 -0.28680
H 1.76407 0.04218 -4.14314
H 4.19701 0.12342 -4.11911
N -0.75000 0.84038 0.13312
P -0.56473 1.93897 1.15313
C -0.87752 3.67590 0.59573
C 0.07435 4.36066 -0.15406
C -0.22956 5.58272 -0.72462
C -1.49694 6.12479 -0.57829
C -2.46626 5.42799 0.12552
C -2.15914 4.20873 0.70060
C -1.71476 1.93204 2.61831
C -1.45858 2.50819 3.85679
C -2.43306 2.51861 4.83976
C -3.66750 1.93967 4.59899
C -3.92910 1.35764 3.36897
C -2.95996 1.36697 2.38251
C 1.03529 2.16446 2.08374
C 1.80748 1.02237 2.24801
C 3.01699 1.07982 2.91552
C 3.45526 2.28830 3.43573
C 2.68831 3.43167 3.28311
C 1.48127 3.37173 2.60941
H 1.06075 3.93342 -0.26793
H 0.52343 6.11571 -1.28945
H -1.73338 7.08384 -1.01694
H -3.46285 5.83835 0.22914
H -2.91376 3.66428 1.25529
H -0.49729 2.96208 4.05637
H -2.22590 2.99017 5.79418
H -4.42799 1.94361 5.36848
H -4.88971 0.89989 3.18227
H -3.13313 0.93160 1.40587
H 1.43442 0.10094 1.81425
H 3.61981 0.18956 3.03892
H 4.40272 2.34402 3.95291
H 3.02649 4.37401 3.69534
H 0.87854 4.26289 2.48635